[1]
Entry from the Open Molecules 2025 dataset: a 2-piece molecular cluster, C3H4O2 overall (ωB97M-V/def2-TZVPD).

XYZ file:
```
9
C3H4O2 | the Open Molecules 2025 dataset | ωB97M-V/def2-TZVPD
C -1.44 -1.06 1.56
C -1.23 -0.40 0.58
C 0.36 0.87 -0.57
O 0.31 0.36 -1.81
O 1.45 0.73 0.19
H -1.85 -1.66 2.33
H -0.12 1.83 -0.49
H 0.68 -0.54 -1.87
H 1.85 -0.14 0.08
```

orbital gap	9.295	eV
E	-7265.6890	eV
lowest unoccupied orbital energy	0.1	eV
relative energy (zero: lowest compared OMol25 entry of this formula, charge and spin)	482.1	kJ/mol
HOMO	-9.2	eV

These are the Mulliken partial charges, in e, on atoms 1 to 6: -0.252 -0.562 0.213 -0.417 -0.384 0.398

[2]
Entry from the Open Molecules 2025 dataset: a 7-piece molecular cluster, C17H47Cl6O20P5 overall (ωB97M-V/def2-TZVPD).

XYZ file:
```
95
C17H47Cl6O20P5 | the Open Molecules 2025 dataset | ωB97M-V/def2-TZVPD
C 2.97 5.28 1.48
O 3.80 4.19 1.16
P 4.30 3.97 -0.33
O 4.53 5.19 -1.12
O 5.56 3.02 -0.24
C 6.84 3.43 0.20
O 3.14 3.01 -0.87
C 3.21 2.62 -2.25
H 2.07 5.32 0.86
H 3.40 6.28 1.47
H 2.64 5.18 2.52
H 6.77 4.34 0.80
H 7.47 3.74 -0.63
H 7.39 2.76 0.87
H 3.00 1.56 -2.40
H 4.01 2.99 -2.88
H 2.30 3.06 -2.66
C -1.86 -0.05 4.44
O -3.16 -0.26 3.86
P -3.45 0.11 2.33
O -2.62 1.20 1.84
O -5.04 0.16 2.23
C -5.86 -0.99 2.10
O -3.07 -1.29 1.62
C -1.81 -1.63 1.07
H -1.60 -1.01 4.90
H -1.93 0.69 5.23
H -1.13 0.07 3.63
H -6.34 -1.31 3.03
H -5.35 -1.87 1.73
H -6.67 -0.70 1.43
H -1.32 -2.36 1.71
H -1.23 -0.74 0.81
H -1.98 -2.11 0.10
C -4.62 4.40 1.96
O -5.06 4.64 0.64
P -4.85 3.65 -0.60
O -5.15 4.25 -1.90
O -5.78 2.41 -0.21
C -6.10 1.46 -1.25
O -3.37 3.12 -0.37
C -2.53 2.67 -1.43
H -3.74 5.03 2.18
H -4.25 3.38 2.10
H -5.38 4.73 2.66
H -7.07 1.02 -1.02
H -5.30 0.72 -1.17
H -6.10 1.89 -2.25
H -2.70 3.25 -2.34
H -2.66 1.60 -1.57
H -1.50 2.91 -1.15
C 0.48 -5.11 0.20
O 1.77 -5.57 0.48
P 2.50 -6.63 -0.45
O 3.92 -6.83 -0.11
O 1.53 -7.88 -0.43
C 1.49 -8.87 -1.45
O 2.23 -6.07 -1.94
C 2.94 -4.92 -2.30
H -0.17 -5.75 -0.40
H 0.40 -4.11 -0.26
H 0.01 -4.81 1.15
H 2.24 -8.63 -2.21
H 0.53 -8.87 -1.96
H 1.81 -9.86 -1.12
H 3.70 -4.49 -1.64
H 2.33 -4.02 -2.42
H 3.55 -5.03 -3.20
C 4.07 0.61 1.63
O 3.17 -0.44 1.94
P 1.79 -0.77 1.19
O 1.85 -0.35 -0.22
O 1.54 -2.29 1.52
C 1.86 -2.88 2.80
O 0.67 0.02 2.04
C 0.53 1.41 1.81
H 3.98 0.99 0.61
H 5.08 0.21 1.58
H 4.05 1.39 2.39
H 2.27 -2.16 3.50
H 2.55 -3.70 2.62
H 0.92 -3.30 3.15
H 1.15 1.97 2.54
H -0.46 1.79 2.07
H 0.82 1.73 0.81
C -0.54 -0.40 -2.59
Cl 0.26 -1.99 -2.78
Cl -2.20 -0.36 -3.19
Cl 0.42 0.92 -3.26
H -0.57 -0.29 -1.52
C -1.37 2.04 -6.50
Cl -1.12 3.54 -7.48
Cl -1.31 0.65 -7.56
Cl -2.87 2.15 -5.64
H -0.60 2.00 -5.75
```

orbital gap	10.685	eV
E	-180930.1502	eV
SMILES string	COP(=O)(OC)OC.COP(=O)(OC)OC.COP(=O)(OC)OC.COP(=O)(OC)OC.COP(=O)(OC)OC.ClC(Cl)Cl.ClC(Cl)Cl
lowest unoccupied orbital energy	0.3	eV
relative energy (zero: lowest compared OMol25 entry of this formula, charge and spin)	185.4	kJ/mol
HOMO	-10.4	eV

These are the Mulliken partial charges, in e, on atoms 1 to 6: -0.740 -0.162 0.541 -0.759 -0.221 -0.817

[3]
Entry from the Open Molecules 2025 dataset: a 8-piece molecular cluster, C8H32N6O8 overall (ωB97M-V/def2-TZVPD).

XYZ file:
```
54
C8H32N6O8 | the Open Molecules 2025 dataset | ωB97M-V/def2-TZVPD
C -1.39 -2.90 0.00
O -1.65 -2.91 1.19
N -1.93 -2.03 -0.87
N -0.42 -3.73 -0.58
H -2.27 -1.18 -0.36
H -1.38 -1.82 -1.71
H -0.13 -4.49 -0.03
H -0.39 -3.80 -1.58
C -0.50 -1.06 4.19
O -0.21 -0.42 5.13
N 0.28 -1.21 3.07
N -1.68 -1.69 4.05
H 0.30 -1.99 2.48
H 1.25 -0.89 3.19
H -1.76 -2.22 3.19
H -2.19 -2.07 4.85
C 2.35 3.35 -0.55
O 2.74 2.20 -0.32
N 1.09 3.84 -0.37
N 3.23 4.31 -0.96
H 0.64 4.09 -1.24
H 0.53 3.16 0.10
H 4.10 3.96 -1.32
H 2.97 5.25 -1.25
C -1.56 -2.14 -4.18
O -0.47 -1.44 -3.62
H -1.69 -1.71 -5.20
H -1.30 -3.20 -4.22
H -2.47 -2.09 -3.60
H -0.77 -0.53 -3.63
C -3.49 1.10 -3.21
O -2.20 1.51 -3.04
H -3.84 0.84 -4.23
H -3.66 0.20 -2.55
H -4.06 1.90 -2.74
H -2.00 1.51 -2.09
C 1.75 -0.60 -1.17
O 1.55 -0.04 0.12
H 1.78 -1.64 -1.05
H 0.96 -0.31 -1.83
H 2.61 -0.21 -1.63
H 1.99 0.82 0.21
C -1.20 1.17 0.87
O -0.97 0.96 -0.53
H -0.17 1.20 1.36
H -1.80 2.01 1.06
H -1.68 0.31 1.32
H -0.15 0.48 -0.51
C 3.03 1.01 4.11
O 3.15 -0.35 3.72
H 3.55 1.53 3.33
H 1.99 1.25 4.07
H 3.48 1.21 5.13
H 4.07 -0.51 3.44
```

orbital gap	9.332	eV
E	-34136.3991	eV
SMILES string	NC(N)=O.NC(N)=O.NC(N)=O.CO.CO.CO.CO.CO
lowest unoccupied orbital energy	0.4	eV
relative energy (zero: lowest compared OMol25 entry of this formula, charge and spin)	57.0	kJ/mol
HOMO	-8.9	eV

These are the Mulliken partial charges, in e, on atoms 1 to 6: 0.478 -0.708 -0.285 -0.337 0.142 0.277

[4]
Entry from the Open Molecules 2025 dataset: C39H38NO4PS3Ta as an isolated structure (ωB97M-V/def2-TZVPD).

XYZ file:
```
87
C39H38NO4PS3Ta | the Open Molecules 2025 dataset | ωB97M-V/def2-TZVPD
Ta -1.55 -0.91 0.67
O -0.19 -2.31 -0.72
S 0.69 -3.43 -1.17
C 0.58 -3.26 -3.02
C 0.66 -1.80 -3.45
C -0.44 -1.40 -4.44
C -1.80 -1.24 -3.77
S -2.01 0.26 -2.69
O -0.92 0.17 -1.67
C -1.38 1.49 -3.85
C -2.16 1.92 -4.91
C -1.62 2.84 -5.80
C -0.33 3.32 -5.62
C 0.42 2.91 -4.53
C -0.11 2.00 -3.64
C 2.35 -2.75 -0.92
C 3.41 -3.02 -1.77
C 4.65 -2.44 -1.51
C 4.83 -1.64 -0.40
C 3.78 -1.42 0.47
C 2.54 -1.97 0.21
H -0.38 -3.70 -3.26
H 1.36 -3.89 -3.45
H 1.64 -1.61 -3.90
H 0.57 -1.16 -2.57
H -0.52 -2.15 -5.23
H -0.16 -0.46 -4.92
H -2.02 -2.08 -3.12
H -2.60 -1.15 -4.51
H -3.17 1.56 -5.04
H -2.21 3.17 -6.64
H 0.08 4.02 -6.33
H 1.41 3.30 -4.37
H 0.44 1.67 -2.77
H 3.29 -3.66 -2.63
H 5.47 -2.63 -2.19
H 5.80 -1.20 -0.20
H 3.91 -0.80 1.35
H 1.71 -1.81 0.89
O -0.52 -3.08 1.97
C -0.50 -1.90 2.26
C 0.41 -1.33 3.27
C 1.04 -2.13 4.22
C 2.04 -1.60 5.01
C 2.43 -0.28 4.86
C 1.78 0.54 3.94
C 0.76 0.02 3.15
P -0.13 1.02 1.91
C 1.25 1.84 1.04
C 1.73 1.23 -0.11
C 2.82 1.76 -0.77
C 3.42 2.91 -0.31
C 2.94 3.53 0.84
C 1.85 3.00 1.52
C -0.92 2.33 2.89
C -1.25 3.52 2.25
C -1.91 4.51 2.95
C -2.26 4.30 4.27
C -1.96 3.11 4.90
C -1.29 2.11 4.21
H 0.75 -3.16 4.30
H 2.52 -2.21 5.75
H 3.23 0.12 5.46
H 2.09 1.57 3.83
H 1.24 0.34 -0.49
H 3.20 1.27 -1.66
H 4.26 3.34 -0.83
H 3.40 4.43 1.21
H 1.47 3.49 2.40
H -1.00 3.66 1.21
H -2.17 5.43 2.46
H -2.78 5.08 4.82
H -2.26 2.94 5.92
H -1.07 1.16 4.69
C -3.60 -4.47 0.78
O -2.90 -3.26 0.50
C -3.19 -2.10 1.09
C -4.44 -1.90 1.86
H -3.88 -4.54 1.83
H -2.91 -5.28 0.54
H -4.50 -4.55 0.16
H -4.81 -2.80 2.36
H -5.22 -1.56 1.19
H -4.28 -1.13 2.61
S -3.15 1.12 0.33
C -3.68 1.37 1.87
N -4.05 1.55 2.95
```

orbital gap (alpha / beta)	6.367 / 6.396	eV
E	-94077.3589	eV
total charge	+1
lowest unoccupied orbital energy (alpha / beta)	-3.0 / -2.9	eV
relative energy (zero: lowest compared OMol25 entry of this formula, charge and spin)	227.0	kJ/mol
HOMO (alpha / beta)	-9.4 / -9.3	eV

These are the Mulliken partial charges, in e, on atoms 1 to 6: 1.454 -0.293 -0.094 -1.277 0.829 -1.234

[5]
Entry from the Open Molecules 2025 dataset: a 11-piece molecular cluster, C48H129N11O13 overall (ωB97M-V/def2-TZVPD).

XYZ file:
```
201
C48H129N11O13 | the Open Molecules 2025 dataset | ωB97M-V/def2-TZVPD
C -23.32 0.84 -2.16
O -22.14 1.57 -1.81
C -21.23 1.63 -2.93
C -20.01 2.46 -2.48
N -19.10 2.74 -3.55
C -18.13 3.67 -3.00
C -17.24 4.31 -4.09
O -16.01 4.74 -3.43
C -15.11 5.39 -4.30
H -23.05 -0.20 -2.36
H -23.89 1.30 -2.97
H -23.91 0.91 -1.25
H -21.71 2.15 -3.76
H -20.97 0.67 -3.38
H -19.45 1.97 -1.67
H -20.49 3.39 -2.17
H -19.58 3.12 -4.35
H -17.56 3.34 -2.14
H -18.64 4.52 -2.53
H -17.68 5.20 -4.53
H -17.04 3.54 -4.84
H -14.14 5.52 -3.83
H -15.49 6.34 -4.69
H -15.01 4.77 -5.19
C -11.92 12.11 -1.37
O -12.86 13.11 -1.64
C -12.84 14.22 -0.81
C -14.00 15.10 -1.19
N -15.24 14.29 -1.19
C -16.36 15.12 -1.69
C -17.64 14.28 -1.87
O -17.67 13.62 -3.13
C -18.96 13.05 -3.30
H -12.15 11.74 -0.38
H -10.90 12.49 -1.30
H -12.04 11.29 -2.08
H -11.87 14.70 -0.90
H -12.93 13.99 0.25
H -13.76 15.55 -2.15
H -14.18 15.96 -0.54
H -15.02 13.56 -1.85
H -16.07 15.61 -2.62
H -16.53 15.88 -0.92
H -18.48 14.94 -1.64
H -17.69 13.53 -1.08
H -18.98 12.31 -2.50
H -19.14 12.52 -4.24
H -19.76 13.76 -3.11
C -17.89 10.23 11.50
C -17.84 10.71 10.08
C -17.24 9.66 9.08
O -16.05 9.03 9.55
C -15.60 8.10 8.62
N -19.23 11.07 9.77
H -18.21 11.11 12.05
H -16.90 9.90 11.81
H -18.66 9.49 11.70
H -17.24 11.61 9.97
H -17.00 10.25 8.20
H -18.03 8.96 8.81
H -14.65 7.68 8.95
H -15.57 8.56 7.64
H -16.42 7.40 8.44
H -19.63 11.77 10.39
H -19.44 11.40 8.83
C -27.26 11.71 6.02
C -26.18 11.42 5.03
C -25.26 10.26 5.50
O -24.15 10.23 4.65
C -23.18 9.22 4.79
N -26.93 11.06 3.83
H -26.89 12.02 7.00
H -27.94 10.86 6.07
H -27.81 12.57 5.62
H -25.63 12.34 4.84
H -25.72 9.28 5.63
H -24.87 10.61 6.46
H -22.52 9.25 5.66
H -22.61 9.27 3.86
H -23.54 8.19 4.83
H -26.21 10.66 3.24
H -27.57 10.30 4.03
C -19.55 13.82 3.58
C -18.95 13.30 4.92
C -17.67 14.14 5.38
O -16.64 14.11 4.37
C -15.47 14.90 4.71
N -20.04 13.34 5.88
H -20.36 13.12 3.36
H -18.84 13.82 2.75
H -19.97 14.82 3.62
H -18.61 12.30 4.66
H -17.28 13.75 6.32
H -18.01 15.16 5.54
H -15.25 14.64 5.75
H -15.72 15.96 4.64
H -14.66 14.70 4.01
H -20.78 12.75 5.54
H -20.36 14.29 5.78
C -15.62 9.37 -0.49
C -16.26 9.63 0.89
C -16.52 8.34 1.67
O -17.59 7.63 1.06
C -18.03 6.50 1.79
N -15.36 10.55 1.64
H -15.75 10.30 -1.04
H -16.15 8.52 -0.91
H -14.56 9.13 -0.58
H -17.23 10.12 0.83
H -16.61 8.62 2.71
H -15.67 7.67 1.51
H -17.26 5.72 1.73
H -18.94 6.07 1.37
H -18.13 6.77 2.84
H -15.21 11.29 0.97
H -15.93 10.98 2.36
C -10.11 2.34 1.02
C -11.05 3.44 0.37
C -10.71 4.95 0.58
O -10.93 5.28 1.95
C -11.03 6.67 2.16
N -11.11 3.05 -1.05
H -9.20 2.23 0.43
H -10.59 1.36 1.09
H -9.85 2.57 2.05
H -12.04 3.24 0.77
H -11.49 5.46 0.01
H -9.67 5.11 0.29
H -11.02 6.89 3.23
H -11.90 7.12 1.68
H -10.10 7.11 1.80
H -11.93 3.43 -1.50
H -11.30 2.06 -1.04
C -13.68 2.54 5.25
C -15.01 2.09 4.77
C -15.10 0.54 4.42
O -16.33 0.10 3.80
C -16.42 0.47 2.42
N -16.05 2.47 5.73
H -12.94 2.64 4.47
H -13.36 1.84 6.03
H -13.77 3.51 5.73
H -15.17 2.70 3.88
H -14.98 -0.05 5.32
H -14.26 0.18 3.83
H -15.58 0.04 1.86
H -16.21 1.53 2.26
H -17.36 0.12 2.00
H -15.89 2.06 6.65
H -16.78 1.92 5.30
C -12.48 13.54 -10.88
C -12.48 12.20 -10.10
C -13.38 12.31 -8.92
O -12.77 13.18 -7.97
C -13.45 13.19 -6.71
N -12.92 11.23 -11.05
H -12.31 14.39 -10.22
H -13.45 13.74 -11.34
H -11.63 13.52 -11.56
H -11.49 11.92 -9.76
H -13.50 11.35 -8.43
H -14.32 12.69 -9.31
H -13.38 12.27 -6.14
H -14.52 13.36 -6.83
H -13.05 14.01 -6.11
H -12.43 11.27 -11.94
H -13.83 11.51 -11.39
C -27.04 2.96 4.59
C -26.26 4.17 3.98
C -25.04 3.67 3.16
O -24.26 2.59 3.79
C -22.98 2.34 3.21
N -27.20 4.99 3.26
H -27.89 3.27 5.20
H -26.33 2.43 5.22
H -27.39 2.25 3.84
H -25.84 4.83 4.74
H -24.40 4.49 2.83
H -25.43 3.26 2.23
H -22.46 1.54 3.74
H -22.28 3.17 3.27
H -23.05 2.03 2.17
H -27.98 5.47 3.69
H -27.81 4.40 2.71
C -25.57 7.09 -1.80
C -24.42 7.79 -0.98
C -23.81 8.95 -1.87
O -22.82 8.53 -2.85
C -21.62 7.92 -2.23
N -25.02 8.26 0.28
H -26.36 7.81 -2.02
H -26.03 6.31 -1.20
H -25.16 6.72 -2.74
H -23.68 7.03 -0.76
H -23.43 9.80 -1.31
H -24.61 9.31 -2.52
H -21.82 6.86 -2.10
H -21.30 8.40 -1.31
H -20.80 7.94 -2.95
H -25.71 7.59 0.61
H -24.30 8.29 0.98
```

orbital gap	9.061	eV
E	-94864.2701	eV
SMILES string	COC[C@H](C)N.COC[C@H](C)N.COC[C@H](C)N.COC[C@H](C)N.COC[C@H](C)N.COC[C@H](C)N.COC[C@H](C)N.COC[C@H](C)N.COC[C@H](C)N.COCCNCCOC.COCCNCCOC
lowest unoccupied orbital energy	0.1	eV
relative energy (zero: lowest compared OMol25 entry of this formula, charge and spin)	442.4	kJ/mol
HOMO	-9.0	eV

These are the Mulliken partial charges, in e, on atoms 1 to 6: -0.742 -0.216 -0.715 -0.268 -0.344 -0.444

[6]
Entry from the Open Molecules 2025 dataset: C24H18Cl2N3O3SY as an isolated structure (ωB97M-V/def2-TZVPD).

XYZ file:
```
52
C24H18Cl2N3O3SY | the Open Molecules 2025 dataset | ωB97M-V/def2-TZVPD
Y -0.40 0.94 -1.94
S 0.45 -3.85 -2.34
C -0.92 -3.75 -1.32
C -1.38 -2.47 -1.22
C -0.62 -1.50 -1.94
C 0.41 -2.13 -2.60
C 1.41 -1.45 -3.42
C 2.41 -2.13 -4.12
C 3.31 -1.42 -4.89
C 3.20 -0.03 -4.95
C 2.19 0.57 -4.23
N 1.31 -0.10 -3.48
H -1.31 -4.64 -0.86
H -2.25 -2.23 -0.61
H 2.46 -3.20 -4.05
H 4.09 -1.94 -5.43
H 3.88 0.56 -5.55
H 2.07 1.65 -4.25
N 5.15 0.38 3.56
C 4.35 0.44 2.73
C 3.36 0.51 1.68
C 2.46 -0.52 1.50
C 1.52 -0.41 0.49
N 1.46 0.65 -0.32
C 2.33 1.65 -0.14
C 3.30 1.62 0.85
H 2.48 -1.40 2.13
H 0.80 -1.20 0.31
H 2.23 2.50 -0.80
H 3.99 2.45 0.97
Cl 0.52 3.19 -2.83
C -1.85 2.22 4.19
C -2.25 0.93 3.54
C -1.93 -0.30 4.09
C -2.29 -1.48 3.45
Cl -1.85 -3.01 4.15
C -2.99 -1.45 2.26
C -3.32 -0.22 1.69
C -2.95 0.96 2.32
O -3.23 2.20 1.84
C -3.52 2.32 0.47
C -2.38 1.85 -0.41
O -1.24 1.63 0.10
O -2.59 1.68 -1.65
H -1.29 2.03 5.11
H -2.73 2.83 4.43
H -1.24 2.81 3.51
H -1.39 -0.34 5.02
H -3.27 -2.37 1.77
H -3.85 -0.21 0.75
H -3.67 3.38 0.27
H -4.43 1.79 0.18
```

orbital gap	7.581	eV
E	-72721.1835	eV
lowest unoccupied orbital energy	-0.9	eV
relative energy (zero: lowest compared OMol25 entry of this formula, charge and spin)	21.0	kJ/mol
HOMO	-8.5	eV

These are the Mulliken partial charges, in e, on atoms 1 to 6: 0.836 -0.265 -0.504 -0.150 -0.876 0.791

Copy entry 1 word for word.
Entry from the Open Molecules 2025 dataset: a 2-piece molecular cluster, C3H4O2 overall (ωB97M-V/def2-TZVPD).

XYZ file:
```
9
C3H4O2 | the Open Molecules 2025 dataset | ωB97M-V/def2-TZVPD
C -1.44 -1.06 1.56
C -1.23 -0.40 0.58
C 0.36 0.87 -0.57
O 0.31 0.36 -1.81
O 1.45 0.73 0.19
H -1.85 -1.66 2.33
H -0.12 1.83 -0.49
H 0.68 -0.54 -1.87
H 1.85 -0.14 0.08
```

orbital gap	9.295	eV
E	-7265.6890	eV
lowest unoccupied orbital energy	0.1	eV
relative energy (zero: lowest compared OMol25 entry of this formula, charge and spin)	482.1	kJ/mol
HOMO	-9.2	eV

These are the Mulliken partial charges, in e, on atoms 1 to 6: -0.252 -0.562 0.213 -0.417 -0.384 0.398

> Look up the E of the third one.

-34136.3991 eV